[1]
DFT (ωB97M-V with the def2-TZVPD basis set) results for a molecular structure, C16H23N9O4Tc.

Geometry as XYZ:
```
53
Properties=species:S:1:pos:R:3:forces:R:3
Tc 0.0003 0.7152 0.6286 -0.17 1.20 -0.61
C 0.6631 -2.0745 1.8054 -0.03 -0.03 0.06
O -0.3171 -1.0057 1.7011 -0.18 -0.70 0.75
C -1.1039 -0.8167 2.9048 -0.18 -0.16 0.09
C -2.3101 -0.0320 2.4587 0.23 0.01 0.03
O -1.7509 1.0897 1.7103 -0.30 -0.25 -0.01
C -2.0142 2.4637 2.1154 0.03 -0.04 0.07
C -0.6743 3.0694 2.4085 0.07 -0.10 -0.11
O 0.1615 2.7361 1.2645 0.16 0.26 0.07
C 1.3960 3.5122 1.2640 -0.11 -0.06 0.05
H 0.1205 -3.0114 1.9056 -0.02 -0.01 0.01
H 1.3084 -1.9023 2.6641 -0.02 -0.04 0.01
H 1.2353 -2.0774 0.8839 -0.05 0.03 -0.03
H -0.5059 -0.2891 3.6482 0.03 0.03 -0.03
H -1.3845 -1.7969 3.2884 -0.03 -0.04 -0.01
H -2.9129 0.3432 3.2813 0.05 -0.05 0.09
H -2.9337 -0.6002 1.7719 -0.02 0.02 -0.03
H -2.6570 2.4778 2.9929 -0.02 -0.04 0.01
H -2.5195 2.9541 1.2858 0.01 0.01 -0.02
H -0.2048 2.6314 3.2923 -0.03 0.05 0.05
H -0.7282 4.1527 2.5055 -0.06 0.02 -0.01
H 1.1277 4.5655 1.2739 0.01 0.02 0.00
H 1.9184 3.2841 0.3419 0.02 0.00 -0.01
H 1.9919 3.2608 2.1410 0.01 0.00 0.00
N 3.4795 0.7874 0.0045 0.03 -0.03 0.07
C 3.0355 0.6482 1.2869 0.05 0.05 0.01
N 3.8235 0.6201 2.3490 -0.06 -0.01 -0.01
N 2.9925 0.5475 3.3757 0.02 -0.04 0.06
N 1.7495 0.5253 2.9687 0.00 0.13 0.00
N 1.7407 0.5862 1.6391 0.27 0.06 -0.02
C 2.6525 0.9863 -1.0238 -0.20 0.06 -0.15
N 3.0267 1.1408 -2.3000 0.06 0.03 0.02
N 1.9151 1.3028 -2.9623 -0.05 0.01 -0.02
N 0.8646 1.2324 -2.1483 0.12 0.06 0.02
N 1.2982 1.0543 -0.9171 0.58 -0.30 -0.12
H 4.4850 0.7756 -0.1619 -0.01 0.00 -0.02
C -2.0030 0.3359 -2.0094 -0.09 -0.06 -0.07
C -1.0907 -0.8176 -1.7386 -0.05 0.15 0.01
O -0.4301 -0.8387 -0.6695 -0.01 -0.30 -0.24
C -0.9621 -1.9160 -2.6695 -0.08 0.05 -0.02
C -1.7586 -1.9618 -3.8221 -0.01 -0.02 -0.04
C -1.6140 -3.0017 -4.7205 0.00 0.03 0.02
C -0.6745 -3.9953 -4.4769 0.01 -0.03 -0.02
C 0.1252 -3.9586 -3.3371 0.00 0.01 0.00
C -0.0171 -2.9256 -2.4360 0.03 -0.04 0.01
H -1.9721 1.0574 -1.1886 -0.01 0.03 -0.01
H -3.0302 -0.0164 -2.1193 -0.01 0.00 0.05
H -1.7212 0.8430 -2.9314 0.00 -0.01 0.03
H -2.4906 -1.1909 -4.0220 0.01 -0.01 0.00
H -2.2280 -3.0399 -5.6091 0.00 0.00 0.00
H -0.5605 -4.8072 -5.1831 0.00 0.00 0.00
H 0.8552 -4.7371 -3.1646 0.00 0.00 0.00
H 0.6028 -2.8861 -1.5510 -0.01 0.00 0.00
```
Positions in Å, forces in eV/Å.

Calculated values
Lowest unoccupied orbital energy (spin up / spin down): -0.279 / -0.360 Ha
HOMO level (spin up / spin down): -15.098 / -15.097 eV
<S²>: 0.7935
Multiplicity: 2
Orbital gap (spin up / spin down): 7.50 / 5.30 eV
Charge: +2



[2]
DFT (ωB97M-V with the def2-TZVPD basis set) results for a molecular structure, C16H23NO3.

Geometry as XYZ:
```
43
Properties=species:S:1:pos:R:3:forces:R:3
C -3.6777 -2.8718 0.0450 -0.45 -0.41 -0.21
H -2.6415 -3.4424 -0.0420 -2.62 0.89 0.64
O -3.1935 -1.4303 0.0309 -2.99 -2.51 0.48
C -4.2790 -0.5929 0.0153 -2.31 -0.30 -1.57
C -5.6661 -1.0331 -0.1446 1.33 6.79 1.78
C -6.7025 0.0583 0.0906 0.61 -1.54 -0.49
C -6.3478 1.3412 0.2735 2.57 4.66 -2.76
C -4.9331 1.7994 -0.0019 -1.17 -0.25 3.55
C -3.9895 0.8137 -0.0145 2.06 -0.28 0.01
O -2.6110 1.2011 0.1185 -10.54 6.07 3.75
C -1.6479 0.6769 -0.3901 8.10 -9.69 -6.55
H -1.4039 -0.2189 0.1895 1.24 -0.04 0.39
H -1.8720 -0.1724 -1.4615 0.36 3.12 2.10
C -0.3827 1.5233 -0.5924 -0.14 -4.93 -5.59
N 0.8045 0.9471 -0.1478 -7.19 3.60 12.08
C 1.7894 0.4618 -0.6180 8.96 -4.78 -9.36
O 1.8910 0.3082 -1.9035 -0.14 0.54 2.50
C 3.0184 0.0147 0.1793 -0.05 4.88 -2.47
C 4.0849 1.3897 0.1921 -3.90 -1.80 3.92
C 5.2049 0.9552 1.1573 4.02 2.19 -13.46
C 5.9308 -0.2328 0.2538 1.85 2.03 6.64
C 4.9473 -1.3464 0.3488 3.68 -3.73 -6.46
C 3.8010 -0.9600 -0.5288 -2.68 -5.03 4.36
H 4.0051 -0.7085 -1.4222 2.60 2.89 -6.17
H 3.1478 -1.7725 -0.9111 0.00 -0.51 1.17
H 5.6790 -2.2211 -0.3339 -2.36 1.77 1.52
H 4.7974 -1.9953 1.1820 -0.22 0.68 1.25
H 6.3394 0.2665 -0.6752 -0.84 -1.38 0.82
H 6.7871 -0.5343 1.0296 -0.97 0.59 -2.22
H 5.9188 1.7418 1.2007 0.70 0.90 0.32
H 4.9649 0.7057 1.9985 -3.14 -3.15 9.24
H 4.2304 1.6113 -0.8641 0.44 0.13 0.37
H 3.4789 2.1316 0.7832 0.46 0.05 -1.25
H 2.6944 -0.3836 1.0662 -0.40 -0.35 2.93
H 0.8103 0.8570 0.9901 -0.03 0.45 -3.40
H -0.1480 1.7556 -1.6555 -0.55 -0.88 0.03
H -0.6489 2.4129 -0.3771 -0.87 6.52 3.26
H -4.5782 2.8230 0.4295 -0.77 -1.69 -1.62
H -7.0115 2.3014 0.1559 0.53 -2.46 0.89
H -7.8090 0.0087 0.1115 0.81 -1.32 -0.09
H -5.9372 -1.9597 0.1288 -0.92 -3.28 0.13
H -4.4773 -3.1122 1.0532 3.01 0.70 -2.87
H -4.3676 -3.1177 -0.9394 1.93 0.85 2.40
```
Positions in Å, forces in eV/Å.

Calculated values
Lowest unoccupied orbital energy: 0.017 Ha
HOMO level: -8.586 eV
Multiplicity: 1
Relative energy (zero: lowest compared OMol25 entry of this formula, charge and spin): 14.0575 eV
Orbital gap: 9.04 eV
Charge: 0



[3]
DFT (ωB97M-V with the def2-TZVPD basis set) results for a single C16H23NO3 molecule.

Geometry as XYZ:
```
43
Properties=species:S:1:pos:R:3:forces:R:3
C -0.8189 4.7815 2.6257 -0.16 0.03 0.16
H -0.8317 5.8682 2.6932 -0.04 -0.08 0.03
H -0.5659 4.3621 3.6056 -0.02 0.00 -0.04
H -1.8111 4.4273 2.3254 0.04 0.00 0.02
O 0.1557 4.4736 1.6623 0.26 -0.22 -0.26
C 0.3883 3.1626 1.3741 0.11 0.13 -0.11
C -0.2616 2.0880 1.9539 -0.05 0.26 0.04
C 0.0543 0.7869 1.5866 0.20 -0.10 -0.14
C 1.0284 0.5386 0.6381 -0.04 0.03 0.03
C 1.6807 1.6162 0.0447 0.05 0.14 0.00
C 1.3783 2.9196 0.3951 -0.08 0.22 0.10
O 1.9636 4.0277 -0.1343 -0.31 -0.10 0.30
C 2.9352 3.8540 -1.1360 0.17 -0.05 -0.17
H 3.2416 4.8585 -1.4235 0.01 -0.09 -0.01
H 3.8054 3.3038 -0.7627 -0.04 0.01 -0.02
H 2.5264 3.3358 -2.0095 0.02 0.01 0.04
H 2.4272 1.4130 -0.7061 0.10 0.02 -0.11
C 1.3631 -0.8712 0.2046 0.17 -0.02 0.11
N 0.2076 -1.4829 -0.4252 0.09 -0.04 0.43
C 0.1149 -1.6729 -1.7570 -0.50 -0.17 -0.29
O 1.0305 -1.4369 -2.5208 0.30 0.07 -0.25
C -1.2010 -2.2668 -2.2482 0.11 0.08 -0.28
H -1.2614 -2.0096 -3.3080 0.09 0.04 0.13
C -2.4514 -1.8096 -1.4821 -0.05 0.09 -0.05
H -2.2997 -0.8382 -1.0098 -0.05 0.04 -0.04
C -2.7765 -2.9182 -0.4597 -0.05 -0.06 0.12
C -1.7053 -4.0024 -0.6427 -0.07 -0.16 -0.02
H -0.8918 -3.8729 0.0723 0.00 -0.05 0.02
C -1.1871 -3.7919 -2.0625 0.09 -0.01 0.08
H -1.8702 -4.2483 -2.7805 0.00 -0.01 -0.05
H -0.1947 -4.2134 -2.2162 0.01 -0.06 -0.10
H -2.1125 -5.0032 -0.5031 0.05 -0.03 0.08
H -3.7637 -3.3328 -0.6640 -0.03 0.02 0.07
H -2.7938 -2.5403 0.5635 -0.08 -0.01 0.05
H -3.2791 -1.6971 -2.1827 0.03 0.06 0.01
H -0.6013 -1.6232 0.1557 -0.06 0.01 -0.08
C 1.8441 -1.7338 1.3712 0.03 0.11 -0.28
H 2.7206 -1.2809 1.8263 0.07 0.03 0.11
H 2.1057 -2.7281 1.0171 0.01 -0.10 -0.01
H 1.0707 -1.8247 2.1305 -0.08 -0.02 0.13
H 2.1357 -0.8390 -0.5704 -0.15 0.02 0.15
H -0.4747 -0.0272 2.0599 -0.06 -0.12 0.08
H -1.0245 2.2481 2.6991 -0.06 0.08 0.06
```
Positions in Å, forces in eV/Å.

Calculated values
Lowest unoccupied orbital energy: 0.027 Ha
HOMO level: -8.010 eV
Multiplicity: 1
Relative energy (zero: lowest compared OMol25 entry of this formula, charge and spin): 1.8593 eV
Structure (SMILES): COc1ccc([C@@H](C)NC(=O)C2CCCC2)cc1OC
Orbital gap: 8.74 eV
Charge: 0



[4]
DFT (ωB97M-V with the def2-TZVPD basis set) results for a single C16H23NO4 molecule.

Geometry as XYZ:
```
44
Properties=species:S:1:pos:R:3:forces:R:3
C -8.4016 -0.0539 0.2949 0.12 0.23 -0.01
C -7.1558 0.8186 0.2030 0.00 -0.35 0.00
C -5.8821 -0.0197 0.1228 0.08 0.41 -0.01
C -4.6338 0.8521 0.0258 0.26 -0.37 -0.01
C -3.3632 0.0131 -0.0544 -0.36 -0.02 0.03
H -3.2671 -0.6126 0.8443 0.03 0.02 -0.10
O -2.2665 0.8997 -0.1518 0.10 0.16 -0.01
C -1.0127 0.3915 -0.2455 0.29 0.03 -0.02
C -0.6937 -0.9632 -0.2447 -0.32 0.12 0.02
C 0.6267 -1.3616 -0.3468 0.27 0.19 -0.03
C 1.6516 -0.4291 -0.4512 -0.42 0.11 0.07
C 1.3351 0.9272 -0.4520 0.11 0.06 -0.02
C 0.0208 1.3254 -0.3503 -0.33 -0.22 0.03
H -0.2361 2.3723 -0.3509 -0.02 0.14 0.00
H 2.1176 1.6618 -0.5350 0.01 0.02 0.00
N 2.9674 -0.9144 -0.5529 -0.02 -0.38 0.00
C 4.1258 -0.2322 -0.6567 0.38 -0.58 -0.15
O 4.2086 0.9891 -0.6642 -0.13 0.35 -0.03
C 5.3629 -1.1079 -0.7163 0.05 -0.01 0.15
C 6.0287 -1.2011 0.6674 -0.03 0.14 -0.05
H 5.3535 -1.7106 1.3604 0.07 -0.03 -0.01
H 6.9337 -1.8042 0.5726 -0.05 -0.04 0.03
C 6.4056 0.1613 1.2632 0.11 -0.02 0.00
C 7.3797 0.9096 0.3560 -0.22 -0.24 0.54
O 8.5710 0.8298 0.4877 0.13 0.00 -0.08
O 6.8294 1.6436 -0.6032 -0.22 0.35 -0.45
H 5.8407 1.5633 -0.6333 0.31 -0.12 0.15
H 6.9017 -0.0037 2.2203 0.00 0.08 -0.09
H 5.5126 0.7668 1.4279 0.04 -0.03 0.05
H 5.1147 -2.1121 -1.0638 0.01 0.03 -0.05
H 6.0652 -0.6653 -1.4250 -0.12 -0.02 -0.04
H 3.0304 -1.9237 -0.5461 0.16 0.23 -0.05
H 0.8588 -2.4179 -0.3455 0.02 -0.11 0.00
H -1.4602 -1.7173 -0.1659 -0.09 -0.04 0.01
H -3.4000 -0.6430 -0.9356 0.04 0.02 0.09
H -4.5650 1.5057 0.8969 0.00 0.06 0.01
H -4.6881 1.4857 -0.8609 0.00 0.06 -0.01
H -5.9362 -0.6742 -0.7505 -0.02 -0.10 -0.01
H -5.8129 -0.6557 1.0087 -0.02 -0.10 0.02
H -7.1033 1.4703 1.0776 0.03 0.09 -0.02
H -7.2232 1.4561 -0.6810 0.03 0.09 0.01
H -8.4832 -0.6963 -0.5792 -0.06 -0.10 -0.08
H -8.3616 -0.6848 1.1801 -0.04 -0.10 0.08
H -9.2959 0.5616 0.3527 -0.14 -0.02 0.01
```
Positions in Å, forces in eV/Å.

Calculated values
Lowest unoccupied orbital energy: 0.016 Ha
HOMO level: -8.380 eV
Multiplicity: 1
Relative energy (zero: lowest compared OMol25 entry of this formula, charge and spin): 0.1628 eV
Structure (SMILES): CCCCCOc1ccc(NC(=O)CCCC(=O)O)cc1
Orbital gap: 8.81 eV
Charge: 0



Repeat the second record exactly.
DFT (ωB97M-V with the def2-TZVPD basis set) results for a molecular structure, C16H23NO3.

Geometry as XYZ:
```
43
Properties=species:S:1:pos:R:3:forces:R:3
C -3.6777 -2.8718 0.0450 -0.45 -0.41 -0.21
H -2.6415 -3.4424 -0.0420 -2.62 0.89 0.64
O -3.1935 -1.4303 0.0309 -2.99 -2.51 0.48
C -4.2790 -0.5929 0.0153 -2.31 -0.30 -1.57
C -5.6661 -1.0331 -0.1446 1.33 6.79 1.78
C -6.7025 0.0583 0.0906 0.61 -1.54 -0.49
C -6.3478 1.3412 0.2735 2.57 4.66 -2.76
C -4.9331 1.7994 -0.0019 -1.17 -0.25 3.55
C -3.9895 0.8137 -0.0145 2.06 -0.28 0.01
O -2.6110 1.2011 0.1185 -10.54 6.07 3.75
C -1.6479 0.6769 -0.3901 8.10 -9.69 -6.55
H -1.4039 -0.2189 0.1895 1.24 -0.04 0.39
H -1.8720 -0.1724 -1.4615 0.36 3.12 2.10
C -0.3827 1.5233 -0.5924 -0.14 -4.93 -5.59
N 0.8045 0.9471 -0.1478 -7.19 3.60 12.08
C 1.7894 0.4618 -0.6180 8.96 -4.78 -9.36
O 1.8910 0.3082 -1.9035 -0.14 0.54 2.50
C 3.0184 0.0147 0.1793 -0.05 4.88 -2.47
C 4.0849 1.3897 0.1921 -3.90 -1.80 3.92
C 5.2049 0.9552 1.1573 4.02 2.19 -13.46
C 5.9308 -0.2328 0.2538 1.85 2.03 6.64
C 4.9473 -1.3464 0.3488 3.68 -3.73 -6.46
C 3.8010 -0.9600 -0.5288 -2.68 -5.03 4.36
H 4.0051 -0.7085 -1.4222 2.60 2.89 -6.17
H 3.1478 -1.7725 -0.9111 0.00 -0.51 1.17
H 5.6790 -2.2211 -0.3339 -2.36 1.77 1.52
H 4.7974 -1.9953 1.1820 -0.22 0.68 1.25
H 6.3394 0.2665 -0.6752 -0.84 -1.38 0.82
H 6.7871 -0.5343 1.0296 -0.97 0.59 -2.22
H 5.9188 1.7418 1.2007 0.70 0.90 0.32
H 4.9649 0.7057 1.9985 -3.14 -3.15 9.24
H 4.2304 1.6113 -0.8641 0.44 0.13 0.37
H 3.4789 2.1316 0.7832 0.46 0.05 -1.25
H 2.6944 -0.3836 1.0662 -0.40 -0.35 2.93
H 0.8103 0.8570 0.9901 -0.03 0.45 -3.40
H -0.1480 1.7556 -1.6555 -0.55 -0.88 0.03
H -0.6489 2.4129 -0.3771 -0.87 6.52 3.26
H -4.5782 2.8230 0.4295 -0.77 -1.69 -1.62
H -7.0115 2.3014 0.1559 0.53 -2.46 0.89
H -7.8090 0.0087 0.1115 0.81 -1.32 -0.09
H -5.9372 -1.9597 0.1288 -0.92 -3.28 0.13
H -4.4773 -3.1122 1.0532 3.01 0.70 -2.87
H -4.3676 -3.1177 -0.9394 1.93 0.85 2.40
```
Positions in Å, forces in eV/Å.

Calculated values
Lowest unoccupied orbital energy: 0.017 Ha
HOMO level: -8.586 eV
Multiplicity: 1
Relative energy (zero: lowest compared OMol25 entry of this formula, charge and spin): 14.0575 eV
Orbital gap: 9.04 eV
Charge: 0



Question: multiplicity of number 2 (C16H23NO3)?
Answer: 1



Question: Look up the multiplicity of the third one.
Answer: 1



Question: Among the records above, which one has the highest multiplicity?
Answer: C16H23N9O4Tc